(1)
Molecular formula: C23H45N2O7S4
Method: DFT, ωB97M-V/def2-TZVPD

```
81
C23H45N2O7S4 (ωB97M-V/def2-TZVPD)
S 1.785 1.290 0.280
S 7.714 -0.717 0.354
S 3.794 -0.591 -3.500
S -8.382 2.451 -0.363
O -8.543 1.086 0.072
O 6.954 -0.167 -0.749
O 4.366 -1.904 -3.681
O -9.218 3.510 0.130
O 8.323 0.127 1.347
O 2.433 -0.408 -3.036
O -4.858 -0.216 2.596
N -1.790 -0.815 3.277
N -2.300 -1.145 1.157
C 5.852 1.023 -3.463
C 0.762 1.446 2.922
C 8.896 -3.039 0.641
C -8.374 2.483 -2.158
C -6.001 2.511 -1.462
C -6.280 -0.401 2.484
C 0.703 -0.128 3.067
C 4.039 0.356 -5.007
C 4.893 0.370 -2.477
C -2.731 -1.143 2.401
C -0.942 -0.782 1.226
C -4.189 -1.453 2.722
C -6.866 -0.693 3.895
C -0.642 -0.580 2.516
C 1.896 1.935 1.978
C -6.969 2.939 -2.572
C 6.734 -1.972 1.185
C -6.666 2.916 -0.150
C 4.985 1.503 -4.635
C -3.085 -1.420 -0.051
C 8.954 -1.832 -0.289
C -2.240 -1.886 -1.260
C 7.406 -3.315 0.874
H 4.482 -0.306 -5.750
H -3.889 -2.144 0.103
H -6.689 2.518 -3.537
H 2.858 1.669 2.433
H -1.974 -2.944 -1.163
H -1.337 -1.267 -1.335
H -4.606 -2.221 2.058
H 5.713 -1.933 0.812
H -9.142 3.170 -2.506
H 4.403 2.373 -4.323
H 6.969 -3.743 -0.030
H -6.926 -1.773 4.067
H -4.200 -1.823 3.764
H -6.569 -1.146 1.727
H -6.696 0.572 2.149
H 3.078 0.720 -5.362
H -1.906 -0.743 4.277
H -6.233 -0.175 4.626
H 1.531 -0.615 2.546
H 6.748 -1.753 2.252
H 7.249 -4.028 1.683
H 8.663 -2.102 -1.304
H -0.282 -0.678 0.379
H 5.397 -0.281 -1.755
H 1.798 3.024 1.898
H 5.591 1.804 -5.489
H 6.579 0.288 -3.818
H 4.293 1.118 -1.957
H 0.792 1.945 3.901
H -5.023 2.979 -1.575
H 6.400 1.842 -3.002
H 1.792 -0.060 0.371
H 9.381 -2.802 1.591
H -6.252 2.410 0.719
H -2.849 -1.704 -2.153
H -6.949 4.026 -2.671
H -6.631 3.996 -0.008
H -8.589 1.476 -2.512
H -3.563 -0.468 -0.333
H -5.862 1.426 -1.491
H 9.923 -1.338 -0.296
H -7.857 -0.222 3.926
H 9.403 -3.900 0.209
H -0.177 1.786 2.455
H 0.746 -0.312 4.150
```

Molar mass   589.89 g mol⁻¹
Total charge   +1
LUMO level   -2.250 eV
HOMO level   -11.7 eV
Kohn-Sham gap   9.41 eV
Max |F|   0.065 hartree/bohr

---

(2)
Molecular formula: C23H46BCl20N5O4P
Method: DFT, ωB97M-V/def2-TZVPD

```
100
C23H46BCl20N5O4P (ωB97M-V/def2-TZVPD)
Cl -5.258 4.456 4.117
Cl -11.025 0.471 3.290
Cl 10.265 4.434 4.141
Cl 7.834 -8.675 -2.635
Cl 2.242 -3.775 -3.210
Cl 5.086 -3.157 -5.297
Cl -6.569 1.177 5.943
Cl -9.688 2.416 6.416
Cl -8.088 5.513 2.572
Cl -4.674 -0.210 2.836
Cl 0.889 3.295 -5.060
Cl -1.810 -3.884 0.331
Cl 11.013 -9.263 -3.679
Cl 7.385 4.410 2.342
Cl 0.164 2.352 -8.231
Cl -12.551 3.472 3.655
Cl 7.195 -5.814 -5.489
Cl 0.555 0.074 -3.992
Cl -1.041 -0.750 -0.635
Cl -1.551 1.089 2.327
P 4.923 2.179 0.113
O 1.067 -0.087 1.509
O 1.950 2.119 1.682
O 5.923 2.557 -1.062
O 4.050 3.478 0.253
N 3.074 -1.277 -3.161
N 3.882 1.025 -0.690
N 5.570 1.514 1.329
N 4.180 0.351 -1.852
N 2.199 -0.321 -1.165
C 2.053 3.029 -6.387
C -0.483 -2.483 -3.832
C 1.936 -2.084 -3.391
C 0.731 -1.617 -3.708
C -2.678 -1.369 -0.255
C -4.020 1.316 3.500
C 8.741 3.257 2.206
C -7.952 4.172 3.742
C 9.233 -7.585 -2.462
C 9.401 3.001 3.536
C -3.079 1.995 2.544
C 2.674 0.574 -0.306
C 4.811 -4.683 -6.191
C 5.416 -5.866 -5.483
C 1.484 3.433 -7.724
C -6.916 4.446 4.800
C -13.323 1.939 3.175
C -9.233 0.701 6.248
C 10.179 -7.690 -3.631
C -2.639 -2.389 0.851
C -12.694 0.752 3.858
C -7.893 0.410 6.868
C 3.133 -0.456 -2.110
B 1.825 0.918 1.031
H -3.532 2.121 1.564
H -10.003 0.121 6.754
H -2.125 -2.006 1.729
H 1.504 2.838 1.218
H -1.365 -1.869 -3.991
H 3.942 3.692 1.192
H -6.932 3.665 5.555
H 5.120 -6.781 -5.995
H -3.284 -0.516 0.043
H 9.653 -7.564 -4.574
H -13.252 1.856 2.094
H -7.838 0.774 7.891
H 2.324 1.975 -6.381
H 3.867 -1.391 -3.776
H -3.654 -2.662 1.129
H 10.134 2.204 3.428
H -7.700 -0.661 6.865
H 8.673 2.708 4.289
H 9.729 -7.829 -1.526
H -0.621 -3.055 -2.913
H 3.733 -4.812 -6.270
H -3.536 1.083 4.445
H -14.373 2.005 3.457
H -9.251 0.455 5.191
H 5.227 -4.552 -7.186
H 6.582 1.855 -1.158
H -7.075 5.407 5.280
H -3.078 -1.790 -1.174
H 2.934 3.627 -6.164
H -13.262 -0.149 3.636
H -4.865 1.971 3.688
H 2.262 3.370 -8.483
H 9.446 3.666 1.487
H -8.926 4.050 4.209
H 1.096 4.448 -7.698
H 8.325 2.329 1.816
H 8.841 -6.571 -2.402
H -0.362 -3.182 -4.660
H 10.947 -6.923 -3.547
H -2.812 2.974 2.936
H -7.719 3.268 3.183
H -12.656 0.889 4.936
H 5.044 0.476 -2.352
H 5.089 -5.924 -4.448
H 5.457 1.969 2.226
H 0.397 -0.450 0.882
```

Molar mass   1207.50 g mol⁻¹
Total charge   +1
LUMO level   -3.130 eV
HOMO level   -11.8 eV
Kohn-Sham gap   8.66 eV
Max |F|   0.036 hartree/bohr

---

(3)
Molecular formula: C23H46N3O7S
Method: DFT, ωB97M-V/def2-TZVPD

```
80
C23H46N3O7S (ωB97M-V/def2-TZVPD)
S 0.560 1.390 -0.313
O -1.516 1.426 -2.947
O -0.543 0.356 -4.664
O 0.091 2.572 -0.936
O 4.788 0.126 2.013
O -5.725 -1.152 0.048
O 0.175 1.290 1.042
O -2.298 3.436 -3.573
N 5.686 -0.792 2.115
N -5.875 0.037 -0.429
N -0.145 -0.077 -1.081
C 0.166 -0.297 -2.544
C 5.028 -2.079 2.491
C -0.672 0.528 -3.489
C -5.329 -0.443 -2.818
C -8.206 -0.296 0.362
C 4.717 -2.155 3.988
C -7.624 1.778 -0.760
C 8.085 -1.101 2.751
C -1.330 2.754 -3.452
C -7.317 0.268 -0.742
C 0.038 3.268 -3.775
C -7.725 -0.367 -2.074
C 6.792 -0.296 2.990
C -4.890 0.237 -1.522
C 7.157 1.140 2.628
C 5.911 -3.270 2.074
C 2.338 1.297 -0.414
C -6.756 -0.076 -3.219
C -3.524 -0.310 -1.106
C 5.884 -1.739 4.880
C 3.729 -2.270 1.713
C -4.652 1.736 -1.790
C 6.413 -0.368 4.469
H 7.282 -0.111 5.076
H -0.063 3.910 -4.631
H -4.501 2.282 -0.857
H -3.763 1.873 -2.393
H 0.275 -0.861 -0.571
H 0.429 3.869 -2.971
H -3.191 0.142 -0.165
H -8.175 -1.383 0.405
H 3.862 -1.508 4.213
H -5.265 -1.531 -2.704
H 6.678 -2.488 4.843
H 7.409 1.224 1.569
H -2.779 -0.080 -1.871
H 6.781 -3.415 2.709
H 3.898 -2.178 0.637
H 4.406 -3.170 4.239
H 2.962 -1.553 2.008
H 8.024 1.453 3.205
H -4.638 -0.177 -3.623
H 5.344 -4.198 2.135
H 8.081 -2.089 3.203
H -7.046 -0.655 -4.096
H -1.159 -0.145 -0.892
H -8.701 1.940 -0.759
H -5.450 2.223 -2.343
H 2.727 0.795 -1.288
H -3.529 -1.394 -0.980
H -7.918 0.094 1.339
H 0.771 2.512 -4.029
H -9.240 -0.011 0.177
H -8.725 -0.023 -2.343
H -7.798 -1.452 -1.951
H -0.058 -1.332 -2.757
H 2.652 2.328 -0.471
H -7.248 2.294 -1.640
H 8.932 -0.580 3.193
H 5.650 0.385 4.689
H 3.330 -3.264 1.906
H 6.355 1.842 2.847
H 8.286 -1.211 1.685
H 2.702 0.898 0.526
H 6.251 -3.161 1.044
H -7.218 2.266 0.126
H 5.550 -1.703 5.918
H -6.817 0.974 -3.516
H 1.214 -0.181 -2.756
```

Molar mass   508.70 g mol⁻¹
Total charge   +1
LUMO level (alpha / beta)   -3.479 / -3.479 eV
HOMO level (alpha / beta)   -10.6 / -11.5 eV
Kohn-Sham gap (alpha / beta)   7.09 / 7.98 eV
Spin multiplicity   3
Max |F|   0.073 hartree/bohr